84
Properties=species:S:1:pos:R:3:forces:R:3 method="wB97M-V/def2-TZVPD" e_homo_ev="-9.70 / -10.66" homo_lumo_gap_ev="7.894 / 5.544" relative_energy_kcal_mol=0.00 multiplicity=3 charge=+1
C -1.43028 -0.64200 2.03784 -0.1482 -0.8044 -0.2461
C -2.06118 0.00843 0.94706 0.5862 -0.3542 0.2511
C -1.78471 -0.76460 -0.24648 0.6682 -0.8929 -0.2518
H -2.68940 0.90096 1.01094 0.3532 -0.3303 -0.1318
C -1.01338 -1.94385 0.16552 -0.7756 1.0174 -0.8753
C -0.86581 -1.86395 1.58585 -0.1932 0.9066 0.5468
H -0.46871 -2.65049 2.22892 0.0870 0.3665 -0.2640
H -1.42376 -0.30517 3.07424 -0.1817 -0.1442 -0.3352
H -2.22801 -0.62299 -1.23787 -0.0704 -0.2847 0.6200
H -0.74084 -2.77685 -0.48027 -0.4156 0.0978 0.2619
Au 0.41786 -0.24982 -0.70939 0.1161 -0.1842 1.2170
Si 2.39868 0.31762 -7.41625 0.1444 0.1041 -0.2978
C 1.89677 1.82146 -8.41400 -0.1615 0.4503 0.0871
C 2.61099 2.43315 -9.46904 -0.4854 0.1126 0.1942
H 3.58211 2.03474 -9.77559 -0.2728 0.2022 0.1215
C 2.06148 3.53202 -10.14714 -0.0300 -0.1456 0.1246
H 2.60927 3.99941 -10.97105 -0.1532 -0.1948 0.3336
C 0.80262 4.03683 -9.78784 0.0490 -0.3110 0.2358
H 0.37620 4.89938 -10.30611 0.2091 -0.3064 0.1270
C 0.07773 3.41471 -8.76618 0.2104 -0.1363 -0.1020
H -0.91778 3.76622 -8.49096 0.2457 -0.0139 -0.1520
C 0.61995 2.31192 -8.09521 -0.0431 0.3437 -0.2872
H 0.02385 1.81454 -7.32158 0.2403 0.2295 -0.2687
C 2.00505 -1.14799 -8.51124 0.6747 -0.5390 -0.5120
C 1.00874 -1.10358 -9.50784 -0.0802 -0.3471 0.1898
H 0.58393 -0.14493 -9.82120 0.0116 -0.3196 0.2815
C 0.55224 -2.28530 -10.11519 0.2999 0.2436 0.1764
H -0.25746 -2.24106 -10.84558 0.2511 0.0000 0.1923
C 1.14340 -3.51080 -9.79776 0.1907 0.2369 0.1954
H 0.76805 -4.43370 -10.24908 0.2034 0.3333 0.1439
C 2.24023 -3.53987 -8.92482 0.0153 0.1262 -0.0573
H 2.75467 -4.48491 -8.73970 -0.1367 0.2803 -0.0303
C 2.68170 -2.36423 -8.30130 -0.6068 -0.1823 -0.2227
H 3.55594 -2.37169 -7.64666 -0.2957 -0.1987 -0.0598
H 1.43214 0.16641 -6.29065 0.1650 0.2361 -0.0231
Si 0.54075 0.16673 -3.03964 -0.9184 -0.0052 -1.0121
C -0.23246 -1.37611 -3.84882 0.0646 0.1414 0.4111
C -1.45876 -1.33875 -4.54434 -0.2194 -0.0090 -0.0962
H -1.98461 -0.38971 -4.72854 0.4549 -0.3947 0.0429
C -2.06051 -2.52213 -5.00008 0.4329 -0.0323 0.1148
H -3.00462 -2.48055 -5.55625 0.4831 0.0038 0.2003
C -1.45627 -3.75940 -4.72940 -0.0633 0.2058 0.3832
H -1.89789 -4.68313 -5.10741 0.0603 0.2910 0.1769
C -0.31981 -3.81546 -3.91109 0.2379 0.3867 -0.1529
H 0.10387 -4.76425 -3.57361 -0.1790 0.2115 -0.3421
C 0.30239 -2.62718 -3.51048 -0.2258 -0.3216 -0.0925
H 1.20996 -2.66780 -2.89962 -0.2443 -0.0873 -0.1845
C -0.51504 1.62264 -3.53159 0.4322 0.5839 -0.1926
C -1.71382 1.88542 -2.86387 -0.4004 0.3876 -0.3519
H -2.00531 1.30627 -1.99215 0.1166 0.0852 -0.0762
C -2.57981 2.89013 -3.31390 0.0106 -0.0455 -0.0329
H -3.48931 3.09515 -2.73347 0.3479 -0.0703 -0.4343
C -2.28035 3.61463 -4.47721 0.1647 -0.0169 0.3643
H -2.97650 4.38666 -4.83108 0.3670 -0.4126 0.1053
C -1.05457 3.39645 -5.12386 -0.2354 0.0149 0.3625
H -0.78758 3.98701 -6.00338 -0.0365 -0.1975 0.3124
C -0.16177 2.44484 -4.62032 -0.2436 0.1093 -0.1688
H 0.81400 2.35402 -5.10555 -0.3361 -0.1691 0.1520
H 3.80704 0.42056 -6.81506 -0.7307 -0.2745 -0.5045
Cl 2.51585 0.59914 -3.57346 -0.1406 -0.1893 0.0826
C 3.63195 -1.83538 -1.05534 0.7211 -0.2989 0.4206
P 2.70656 -0.64280 -0.07598 -0.8947 -0.4206 -0.2637
C 2.80297 -1.16320 1.66074 0.3797 -0.6173 0.0527
C 3.61626 0.93239 -0.13229 0.6577 -0.2727 -0.0776
C 2.71071 2.16712 -0.02809 -0.1337 0.7758 -0.0886
P 1.01514 1.72192 0.54798 -0.2706 0.3160 0.1205
C -0.13128 3.10434 0.52761 -0.0738 0.8415 -0.2876
C 1.22306 1.71824 2.36344 0.0898 0.0294 0.4497
H 3.15133 -2.82514 -1.01864 0.1382 0.3801 0.0456
H 3.73300 -1.51515 -2.10104 -0.0894 0.0166 0.3841
H 4.62253 -1.89429 -0.57366 -0.1010 -0.2544 -0.4432
H 2.21227 -0.55924 2.36109 0.2635 -0.2904 -0.5448
H 2.40604 -2.18340 1.70652 0.1535 0.0919 0.0751
H 3.86319 -1.16656 1.95138 -0.2523 -0.0770 0.1823
H 4.35353 0.87874 0.68949 -0.2498 0.2066 -0.3286
H 4.18504 0.92659 -1.07734 -0.2370 0.1502 0.3489
H 3.11780 2.87883 0.70217 -0.0235 -0.0654 -0.1946
H 2.67050 2.69310 -1.00000 -0.2010 -0.3112 0.4058
H -0.99267 2.82954 1.15647 0.3532 0.0076 -0.1925
H 0.38530 3.95799 0.99292 -0.3533 -0.0126 -0.2348
H -0.50603 3.36898 -0.46847 0.2056 -0.0886 0.1821
H 0.31166 1.33295 2.84730 0.4059 0.1345 -0.1950
H 2.10199 1.18632 2.74590 -0.3273 0.2609 -0.2005
H 1.34353 2.78266 2.61540 -0.0312 -0.2947 0.1345


19
Properties=species:S:1:pos:R:3:forces:R:3 method="wB97M-V/def2-TZVPD" e_homo_ev=-10.04 homo_lumo_gap_ev=10.881 relative_energy_kcal_mol=12.73 charge=0 smiles=CC[C@@H](O)[C@@H](C)O
C 2.33829 0.20351 1.35795 0.0487 -0.0367 -0.0081
C 0.89386 0.59160 1.05552 -0.0881 0.0240 0.0319
C 0.33062 -0.10021 -0.18669 0.0616 0.2566 -0.0809
O 0.40673 -1.50972 -0.09444 -0.1292 -0.0899 0.1475
C -1.12803 0.30075 -0.45962 0.1111 0.1354 -0.1603
C -1.57400 -0.09695 -1.85545 0.0467 0.0184 -0.0780
O -1.91848 -0.39728 0.50500 -0.1930 0.0133 0.0659
H 2.42739 -0.88014 1.47848 -0.0066 0.1568 -0.0058
H 3.01122 0.50519 0.54535 -0.1280 -0.0429 0.1021
H 2.68997 0.68501 2.27720 -0.0587 -0.0876 -0.1483
H 0.24681 0.34391 1.90700 0.0837 0.0319 -0.0750
H 0.82081 1.67828 0.90645 -0.0119 -0.1559 0.0223
H 0.93532 0.18263 -1.05976 -0.0740 -0.0086 0.1038
H -0.37470 -1.76109 0.42529 0.1900 -0.0721 -0.0800
H -1.24091 1.38328 -0.29979 0.0177 -0.1342 -0.0678
H -1.27516 -1.13532 -2.03630 -0.1305 0.1734 -0.0841
H -2.66101 -0.00049 -1.95046 0.0500 -0.0729 0.0027
H -1.14282 0.54849 -2.62453 0.1094 -0.0858 0.0999
H -2.78592 -0.54147 0.10881 0.1009 -0.0230 0.2120


18
Properties=species:S:1:pos:R:3:forces:R:3 method="wB97M-V/def2-TZVPD" e_homo_ev=-12.91 homo_lumo_gap_ev=8.072 relative_energy_kcal_mol=67.76 charge=+1 smiles="C=C(I)C(=[NH2+])C(=C)NN"
C -0.78503 0.52920 0.04504 0.1360 -1.1982 -1.3575
C 1.72290 -0.31932 -0.46536 -2.1458 1.3730 0.8439
C -1.48401 1.57528 -0.44091 -2.2808 -1.8550 1.2678
C 1.30408 -1.37229 -1.16176 2.3125 -0.6351 0.2565
C 0.73540 0.64818 0.16889 -0.9147 -1.8942 -1.2562
N -1.34075 -0.77362 0.02658 -1.3375 2.6173 -2.2515
N -0.98637 -1.63183 1.03022 1.1134 -2.0535 -1.1391
N 1.08254 1.70762 0.78641 2.5963 0.3309 -0.1555
I 3.66144 0.11625 -0.03988 1.1197 0.0915 -0.0605
H -2.61800 1.45817 -0.56097 1.8468 0.1141 0.0373
H -1.13967 2.54844 -0.52672 0.9380 1.5225 -0.5217
H 0.26847 -1.63476 -1.18900 -0.3208 -0.0589 -0.5106
H 2.14811 -2.01953 -1.53382 -1.4736 0.4382 0.0633
H -2.33879 -0.73872 -0.35686 1.8012 -0.4069 1.0018
H -1.72533 -1.64155 1.66897 -1.0835 -0.4292 1.6449
H -0.90400 -2.58520 0.58582 -0.0531 1.1932 1.0615
H 2.14032 2.02072 0.76591 -2.6785 -0.4988 0.4939
H 0.25868 2.11296 1.19744 0.4245 1.3492 0.5818


26
Properties=species:S:1:pos:R:3:forces:R:3 method="wB97M-V/def2-TZVPD" e_homo_ev=-15.70 homo_lumo_gap_ev=5.653 relative_energy_kcal_mol=180.30 charge=+2
C 2.99057 -1.85384 -0.92601 0.3459 0.1396 1.1265
C 2.19479 -1.16392 0.16733 0.8502 0.3708 -2.0286
C 1.97548 0.45149 -0.02098 0.3876 0.3104 1.0152
C 0.72362 1.08476 0.82928 -4.0074 0.8381 -0.7540
C -0.63540 1.43773 0.28364 3.2645 -0.7454 2.2059
C -1.27274 1.27681 -1.21823 0.6754 -0.0663 -0.0107
C -2.66336 0.35899 -1.24200 -0.4621 1.0364 -0.9091
O -2.95351 -0.30226 0.04049 3.0135 -3.3023 -1.3266
C -2.24169 -1.58298 0.18293 -2.0961 -2.0226 7.0999
O -2.39092 -2.25853 1.35502 1.2772 4.5259 -8.0690
C -1.42986 2.07451 1.58900 -4.5055 3.4589 -1.8585
O -2.48061 2.92168 1.47201 7.7758 -6.4886 1.4402
O -0.75535 1.58460 2.82095 2.0922 1.8478 -2.9024
C 0.68496 1.46919 2.45412 4.7177 -0.2224 2.0512
O 1.78026 1.59528 3.24685 -8.3425 -1.0516 -5.4992
H 4.17513 -1.72020 -0.98367 -2.8091 1.1824 -0.9376
H 2.48687 -2.48048 -1.78025 0.7812 2.0823 1.6202
H 1.82109 -1.81691 1.07127 -0.6734 1.5905 -1.9425
H 1.84801 0.63177 -1.19414 0.1824 -0.5345 2.7331
H 2.97698 0.99922 0.28974 -1.8223 -0.9700 -0.4954
H -0.47629 0.74617 -1.91686 -1.4560 1.0887 1.6264
H -1.47204 2.33688 -1.72972 0.3542 -2.2892 1.4739
H -2.61735 -0.46522 -2.10382 -0.0781 2.0270 1.7974
H -3.56137 1.12052 -1.43050 1.9356 -2.0145 0.4698
H -1.54588 -2.07235 -0.63354 -1.6277 1.5723 1.0559
Ba 2.83863 -4.37290 -0.62291 0.2265 -2.3636 1.0180